{
  "formula": "C5H7N2",
  "method": "wB97M-V/def2-TZVPD",
  "species": ["C", "C", "C", "C", "C", "N", "N", "H", "H", "H", "H", "H", "H", "H"],
  "xyz": [[-1.7114, -1.3227, -0.1295], [-0.4246, -1.4290, 0.1007], [-0.3547, 1.1605, 0.0843], [0.9605, -1.4134, 0.3392], [0.8086, 2.0759, -0.1939], [-2.2973, -0.1333, -0.2254], [-1.4407, 0.7847, -0.1780], [-2.4337, -2.1114, -0.1025], [1.3480, -2.4353, 0.1133], [1.3148, -1.1341, 1.3434], [1.2588, -0.6881, -0.3670], [0.3905, 2.9431, -0.3918], [1.1502, 1.5685, -1.0630], [1.4309, 2.1345, 0.6703]],
  "lumo_ha": [-0.1746, -0.2521],
  "e_homo_ev": [-13.458, -15.964],
  "multiplicity": 3,
  "homo_lumo_gap_ha": [0.3200, 0.3345],
  "e_above_lowest_kj_mol": 372.9,
  "total_charge": 1,
  "energy_ev": -8264.5735
}